# 1
A single C19H21ClFN3O5 molecule. Source: the Open Molecules 2025 dataset; level of theory: ωB97M-V/def2-TZVPD.

Output
* total charge: 0
* HOMO level: -8.93 eV

Geometry (Å):
C 9.44 1.54 -0.91
C 8.40 2.15 0.01
O 7.12 2.05 -0.61
C 6.16 2.85 -0.10
O 6.33 3.62 0.81
N 4.99 2.69 -0.76
C 4.83 1.72 -1.83
C 3.36 1.50 -2.14
C 2.58 1.26 -0.84
N 1.20 0.96 -1.12
C 0.62 -0.23 -0.85
O 1.19 -1.16 -0.33
C -0.81 -0.28 -1.25
C -1.70 -1.37 -1.07
C -2.87 -0.91 -1.61
C -4.22 -1.54 -1.75
O -4.53 -2.40 -0.69
C -4.68 -1.87 0.56
C -4.62 -0.52 0.88
C -4.80 -0.10 2.19
C -5.05 -1.03 3.17
F -5.22 -0.62 4.44
C -5.12 -2.38 2.89
C -4.93 -2.80 1.59
Cl -5.01 -4.47 1.19
O -2.69 0.34 -2.07
N -1.41 0.71 -1.85
C 2.70 2.48 0.10
C 3.82 3.43 -0.35
H 9.46 2.08 -1.85
H 10.42 1.59 -0.44
H 9.19 0.50 -1.11
H 8.36 1.62 0.97
H 8.61 3.21 0.22
H 5.37 2.06 -2.72
H 5.29 0.77 -1.51
H 3.25 0.64 -2.79
H 2.94 2.37 -2.66
H 2.98 0.37 -0.36
H 0.63 1.67 -1.57
H -1.49 -2.31 -0.61
H -4.24 -2.18 -2.64
H -4.98 -0.75 -1.88
H -4.43 0.22 0.12
H -4.75 0.95 2.44
H -5.31 -3.10 3.68
H 2.90 2.14 1.11
H 1.76 3.03 0.11
H 3.48 4.05 -1.18
H 4.12 4.08 0.47


# 2
A molecular structure, C19H21ClFeN3Te5. Source: the Open Molecules 2025 dataset; level of theory: ωB97M-V/def2-TZVPD.

Output
* ΔE to the lowest compared entry with this formula, charge and spin: 32.6 kcal/mol
* total charge: -1
* HOMO level (spin up / spin down): -3.05 / -3.04 eV

Geometry (Å):
Fe 0.51 0.18 -0.19
C 1.37 -2.32 -2.43
C -0.10 -2.00 -2.33
C -0.97 -2.72 -3.11
C -2.34 -2.46 -3.05
C -2.79 -1.53 -2.16
C -1.87 -0.83 -1.36
N -0.51 -1.02 -1.48
C -2.25 0.10 -0.36
C -3.56 0.46 0.01
C -3.79 1.37 1.01
C -2.67 1.94 1.66
C -1.41 1.56 1.29
N -1.17 0.67 0.27
C -0.16 2.08 1.84
C -0.12 3.03 2.86
C 1.11 3.46 3.31
C 2.25 2.91 2.76
C 2.15 1.95 1.75
C 3.40 1.34 1.21
N 0.95 1.56 1.28
H 1.50 -3.40 -2.48
H 1.92 -1.93 -1.58
H 1.80 -1.89 -3.34
H -0.58 -3.47 -3.78
H -3.04 -3.01 -3.68
H -3.85 -1.31 -2.07
H -4.39 0.01 -0.52
H -4.79 1.66 1.28
H -2.81 2.67 2.44
H -1.04 3.43 3.26
H 1.18 4.21 4.09
H 3.23 3.20 3.10
H 4.24 1.58 1.85
H 3.61 1.72 0.21
H 3.31 0.26 1.13
Te -0.33 2.48 -2.06
Te 0.51 4.70 -1.05
Te 3.98 2.72 -2.32
Te 2.03 0.96 -2.32
C 2.17 -3.39 0.74
Te 1.13 -1.64 1.40
C -0.73 -2.66 1.40
H 2.19 -4.12 1.55
H 3.18 -3.12 0.47
H 1.65 -3.81 -0.12
H -0.92 -3.03 0.39
H -1.50 -1.94 1.66
H -0.71 -3.48 2.11
Cl -0.93 2.86 -4.53


# 3
A single C19H21ClN2O2 molecule. Source: the Open Molecules 2025 dataset; level of theory: ωB97M-V/def2-TZVPD.

Output
* ΔE to the lowest compared entry with this formula, charge and spin: 26.6 kcal/mol
* total charge: 0
* HOMO level: -8.05 eV

Geometry (Å):
C -3.05 0.96 -3.60
C -1.83 0.53 -4.41
N -0.58 0.34 -3.70
C 0.00 1.49 -3.05
C -0.39 1.76 -1.59
C -0.31 -0.95 -3.13
C -1.08 -1.32 -1.85
O -2.27 -1.56 -1.85
N -0.29 -1.36 -0.74
C -0.65 -1.59 0.57
C -1.89 -2.13 0.92
C -2.20 -2.40 2.24
C -1.27 -2.13 3.23
Cl -1.64 -2.51 4.88
C -0.05 -1.57 2.92
C 0.28 -1.27 1.60
C 1.57 -0.63 1.29
O 2.12 -0.73 0.20
C 2.20 0.18 2.36
C 1.44 1.02 3.18
C 2.07 1.80 4.13
C 3.44 1.76 4.28
C 4.20 0.93 3.46
C 3.58 0.16 2.49
H -3.92 1.02 -4.26
H -3.27 0.24 -2.82
H -2.90 1.94 -3.16
H -1.64 1.28 -5.18
H -2.05 -0.41 -4.91
H 1.09 1.38 -3.10
H -0.27 2.35 -3.66
H 0.21 1.17 -0.90
H -1.44 1.53 -1.41
H -0.22 2.81 -1.35
H -0.57 -1.71 -3.88
H 0.77 -1.01 -2.93
H 0.70 -1.12 -0.85
H -2.60 -2.34 0.14
H -3.16 -2.82 2.49
H 0.67 -1.39 3.71
H 0.37 1.07 3.06
H 1.48 2.46 4.76
H 3.93 2.36 5.03
H 5.28 0.90 3.56
H 4.16 -0.48 1.84


# 4
A single C19H21ClN4 molecule. Source: the Open Molecules 2025 dataset; level of theory: ωB97M-V/def2-TZVPD.

Output
* ΔE to the lowest compared entry with this formula, charge and spin: 11.2 kcal/mol
* total charge: 0
* HOMO level: -7.52 eV

Geometry (Å):
Cl 6.36 1.95 -3.26
C 4.87 2.58 -4.07
C 3.82 1.44 -4.13
C 3.45 0.73 -2.76
C 3.03 1.71 -1.61
C 2.71 0.98 -0.32
N 1.66 -0.02 -0.57
C 0.47 -0.14 0.21
C -0.10 1.01 0.75
C -1.25 0.97 1.54
C -1.82 -0.26 1.84
N -3.00 -0.34 2.63
C -3.68 0.74 3.25
C -4.86 0.33 3.78
C -4.99 -1.08 3.51
C -5.96 -2.04 3.75
C -5.72 -3.37 3.40
N -4.57 -3.78 2.84
C -3.68 -2.83 2.55
C -3.82 -1.47 2.85
N -1.25 -1.39 1.34
C -0.15 -1.36 0.56
C 1.88 -1.02 -1.64
C 2.26 -0.26 -2.94
H 4.43 3.45 -3.53
H 5.07 2.85 -5.13
H 4.25 0.71 -4.84
H 2.94 1.87 -4.58
H 4.35 0.16 -2.46
H 2.18 2.30 -1.96
H 3.83 2.38 -1.36
H 3.61 0.49 0.08
H 2.42 1.68 0.47
H 0.31 1.97 0.48
H -1.66 1.90 1.89
H -3.33 1.77 3.32
H -5.64 0.94 4.24
H -6.90 -1.83 4.19
H -6.50 -4.13 3.57
H -2.76 -3.18 2.05
H 0.23 -2.33 0.23
H 2.71 -1.71 -1.38
H 0.95 -1.60 -1.80
H 1.37 0.25 -3.29
H 2.48 -1.03 -3.70


# 5
A molecular structure, C19H21CoO2. Source: the Open Molecules 2025 dataset; level of theory: ωB97M-V/def2-TZVPD.

Output
* 2S+1: 5
* total charge: 0
* HOMO level (spin up / spin down): -5.08 / -8.04 eV

Geometry (Å):
C -2.38 -0.31 0.21
C -2.12 1.07 0.80
C -1.36 1.83 -0.05
H -2.61 1.39 1.72
C -0.95 1.04 -1.19
C -1.49 -0.29 -1.05
H -1.67 -1.00 -1.86
H -3.46 -0.45 0.00
H -1.18 2.90 0.02
H -0.49 1.44 -2.10
C 1.68 -0.30 1.28
C 0.87 -1.38 1.73
C 0.76 -2.35 0.69
H 0.50 -1.46 2.75
C 1.65 -1.99 -0.37
C 2.21 -0.69 -0.04
H 2.93 -0.12 -0.64
H 2.06 0.53 1.88
H 0.22 -3.29 0.71
H 1.93 -2.57 -1.24
Co 0.32 -0.40 -0.46
O 2.24 2.31 -2.07
C 2.18 3.64 -1.49
C 2.43 3.45 -2.98
H 1.18 3.95 -1.18
H 3.05 3.94 -0.88
H 1.57 3.66 -3.63
H 3.06 4.58 -5.36
C 3.95 4.30 -4.79
C 3.77 3.66 -3.54
C 4.91 3.29 -2.81
H 4.80 2.78 -1.85
C 6.19 3.53 -3.32
H 7.06 3.20 -2.75
C 6.35 4.17 -4.55
H 7.35 4.37 -4.94
C 5.22 4.56 -5.29
H 5.34 5.07 -6.25
C -2.95 -1.93 1.93
O -1.97 -1.43 1.02
H -3.58 -2.69 1.44
H -3.60 -1.10 2.27
H -2.42 -2.42 2.78


# 6
A gas-phase ion, C19H21F2N2Si (charge +1). Source: the Open Molecules 2025 dataset; level of theory: ωB97M-V/def2-TZVPD.

Output
* ΔE to the lowest compared entry with this formula, charge and spin: 0.2 kcal/mol
* total charge: +1
* HOMO level: -12.09 eV

Geometry (Å):
C 2.58 -7.78 0.22
Si 0.78 -7.77 -0.26
C 0.64 -7.57 -2.12
C -0.02 -9.45 0.26
N -0.05 -6.28 0.55
C -1.16 -6.32 1.41
C -1.49 -5.05 1.78
N -0.54 -4.15 1.17
C -0.62 -2.63 1.22
C 0.79 -1.98 1.14
C 1.44 -1.81 2.37
C 2.84 -1.68 2.41
C 3.57 -1.67 1.22
C 2.87 -1.55 0.03
F 3.57 -1.80 -1.15
C 1.46 -1.60 -0.03
C -1.68 -1.94 0.32
C -2.90 -1.54 0.91
C -4.01 -1.21 0.11
C -3.89 -1.17 -1.29
C -2.62 -1.35 -1.83
F -2.51 -1.52 -3.20
C -1.51 -1.75 -1.05
C 0.27 -4.96 0.42
H 3.17 -8.56 -0.29
H 3.02 -6.80 -0.05
H 2.69 -7.93 1.31
H 1.18 -8.36 -2.68
H -0.41 -7.59 -2.44
H 1.08 -6.60 -2.40
H 0.47 -10.34 -0.23
H 0.06 -9.58 1.36
H -1.10 -9.46 -0.03
H -1.63 -7.25 1.66
H -2.29 -4.75 2.39
H -0.96 -2.52 2.25
H 0.89 -1.85 3.32
H 3.36 -1.78 3.37
H 4.65 -1.82 1.21
H 0.99 -1.52 -1.01
H -3.04 -1.55 2.00
H -5.00 -1.15 0.56
H -4.76 -1.11 -1.94
H -0.60 -2.10 -1.56
H 1.08 -4.65 -0.23


# 7
2 unconnected molecules or ions with the total composition C19H21F3N. Source: the Open Molecules 2025 dataset; level of theory: ωB97M-V/def2-TZVPD.

Output
* ΔE to the lowest compared entry with this formula, charge and spin: 0.0 kcal/mol
* total charge: +1
* HOMO level: -12.04 eV

Geometry (Å):
C 5.84 -2.01 3.18
C 4.57 -1.23 3.17
C 4.61 0.17 3.25
C 3.45 0.92 3.28
C 2.17 0.29 3.19
C 0.99 1.09 3.27
C -0.30 0.68 2.94
C -0.63 -0.26 1.96
C -1.88 -0.99 2.01
C -2.31 -1.80 0.92
C -3.51 -2.48 0.97
C -4.33 -2.43 2.11
C -5.63 -3.17 2.14
C -3.90 -1.67 3.21
C -2.70 -0.97 3.17
C 2.14 -1.13 3.09
C 3.32 -1.86 3.09
H 5.64 -3.08 3.17
H 6.46 -1.77 2.30
H 6.44 -1.77 4.07
H 5.58 0.67 3.31
H 3.48 2.01 3.35
H 1.11 2.11 3.65
H -1.12 1.19 3.46
H 0.11 -0.59 1.23
H -1.67 -1.84 0.04
H -3.85 -3.07 0.12
H -6.10 -3.08 3.12
H -6.33 -2.78 1.39
H -5.48 -4.23 1.92
H -4.53 -1.64 4.11
H -2.39 -0.39 4.04
H 1.18 -1.64 3.04
H 3.29 -2.96 3.04
F 2.26 3.10 -2.12
C 1.02 2.54 -1.92
F 0.08 3.44 -2.35
F 0.94 1.42 -2.71
C 0.81 2.17 -0.47
N -0.37 1.35 -0.29
H 1.73 1.65 -0.17
H 0.68 3.12 0.05
H -0.27 0.46 -0.78
H -0.65 1.24 0.67


# 8
A single C19H21FN2O3S2 molecule. Source: the Open Molecules 2025 dataset; level of theory: ωB97M-V/def2-TZVPD.

Output
* ΔE to the lowest compared entry with this formula, charge and spin: 4.1 kcal/mol
* total charge: 0
* HOMO level: -8.44 eV

Geometry (Å):
C -3.18 -2.62 0.14
C -1.98 -1.83 0.60
S -2.49 -0.39 1.64
C -3.71 0.49 0.70
C -4.73 1.08 1.43
C -5.70 1.83 0.79
C -5.66 1.97 -0.59
C -4.64 1.38 -1.31
C -3.65 0.65 -0.67
C -1.09 -1.41 -0.57
O -1.45 -1.59 -1.72
N 0.11 -0.86 -0.29
C 0.67 -0.52 1.01
C 0.76 1.00 1.14
N 1.43 1.61 0.02
S 3.02 2.06 0.16
O 3.34 2.80 -1.02
O 3.19 2.67 1.44
C 4.01 0.55 0.09
C 4.63 0.23 -1.10
C 5.42 -0.91 -1.19
C 5.59 -1.72 -0.08
C 4.99 -1.40 1.12
C 4.20 -0.26 1.19
F 3.59 0.03 2.36
C 0.95 1.19 -1.27
C 0.91 -0.34 -1.38
H -3.79 -2.91 0.99
H -2.85 -3.52 -0.38
H -3.79 -2.04 -0.55
H -1.39 -2.43 1.31
H -4.76 0.96 2.51
H -6.49 2.29 1.36
H -6.42 2.55 -1.10
H -4.59 1.49 -2.39
H -2.86 0.20 -1.25
H 0.06 -0.91 1.82
H 1.66 -0.97 1.07
H 1.32 1.28 2.04
H -0.25 1.42 1.21
H 4.49 0.89 -1.94
H 5.90 -1.16 -2.13
H 6.21 -2.61 -0.15
H 5.11 -2.01 2.00
H 1.62 1.62 -2.02
H -0.06 1.59 -1.41
H 0.44 -0.65 -2.32
H 1.92 -0.76 -1.32